78
Properties=species:S:1:pos:R:3:lowdin_charge:R:1 method="wB97M-V/def2-TZVPD" orbital_gap_ev="8.64 / 8.72" multiplicity=6 de_lowest_kj_mol=247.3 lumo_energy_ha="0.0078 / 0.0099" total_charge=0
Dy -2.01 -1.57 -1.15 1.119
Cl -0.27 -1.84 0.57 0.151
Cl -2.31 -1.44 -3.73 -0.206
Si 2.81 0.31 -2.14 0.399
F -0.89 -3.27 -1.87 -0.614
O -3.53 -3.44 -0.97 -0.182
O 2.40 0.75 -0.65 -0.147
O -3.16 -1.66 1.11 -0.176
O -1.98 0.79 -1.37 -0.192
N -2.54 -1.45 3.33 -0.173
N -1.61 2.98 -0.78 -0.161
N -2.99 -5.01 -2.59 -0.174
C 0.34 1.53 1.51 -0.077
C -1.95 -2.11 4.49 -0.036
C -2.85 -4.43 -1.40 -0.352
C 2.72 1.00 0.74 -0.257
C 0.87 0.19 3.93 -0.075
C -2.00 -6.01 -2.97 -0.035
C 4.77 2.33 0.33 -0.040
C 2.50 -1.59 -2.21 -0.160
C 3.36 2.34 0.85 -0.232
C -1.59 4.00 0.28 -0.038
C -4.10 -4.70 -3.48 -0.039
C -2.08 1.75 -0.56 -0.273
C 4.53 0.70 -2.68 -0.173
C -0.57 1.62 2.57 -0.079
C 1.53 0.83 1.70 -0.190
C -2.45 -1.97 2.10 -0.426
C 2.73 3.46 1.20 -0.099
C 1.75 0.08 2.86 -0.033
C -3.60 -0.49 3.53 -0.035
C -0.95 3.37 -2.03 -0.012
C -0.27 1.00 3.79 -0.103
C 1.31 0.75 -3.19 -0.140
C 3.35 4.79 1.05 -0.099
H -1.61 -2.67 2.04 0.039
H 0.65 1.42 -2.63 -0.013
H -1.28 2.75 -2.85 0.101
H -2.74 -2.64 5.05 0.092
H 5.19 1.31 0.36 0.088
H 4.84 2.72 -0.69 0.085
H 2.70 -2.06 -1.24 0.022
H -0.92 1.20 4.65 0.099
H -1.19 4.43 -2.20 0.093
H -2.06 -4.88 -0.76 0.147
H 3.10 -2.12 -2.96 0.025
H 4.72 0.18 -3.63 0.036
H 1.09 -0.30 4.87 0.101
H -2.57 1.61 0.42 0.145
H 2.65 -0.54 2.90 0.120
H -1.51 -1.38 5.18 0.079
H 2.72 5.52 1.55 0.068
H 5.23 0.29 -1.94 0.037
H -2.01 4.94 -0.09 0.096
H 0.19 2.03 0.56 0.100
H -4.39 -0.98 4.13 0.100
H 3.45 5.10 0.00 0.088
H -1.09 -5.80 -2.41 0.088
H -1.48 2.22 2.47 0.082
H 3.40 0.20 1.07 0.142
H 4.80 1.76 -2.85 0.032
H 5.35 2.96 1.00 0.078
H -2.15 3.66 1.15 0.079
H 1.67 3.45 1.45 0.087
H 4.32 4.86 1.52 0.074
H -1.18 -2.84 4.21 0.102
H -3.21 0.40 4.05 0.081
H -3.72 -4.41 -4.46 0.084
H 0.71 -0.16 -3.38 0.017
H 0.14 3.31 -1.92 0.092
H -3.96 -0.25 2.53 0.084
H 1.46 -1.86 -2.41 0.006
H -4.68 -3.88 -3.06 0.084
H -0.55 4.20 0.59 0.090
H -2.38 -7.01 -2.72 0.088
H 1.56 1.23 -4.15 0.036
H -4.71 -5.60 -3.60 0.091
H -1.81 -5.97 -4.05 0.096

=====

89
Properties=species:S:1:pos:R:3:lowdin_charge:R:1 method="wB97M-V/def2-TZVPD" orbital_gap_ev="9.71 / 3.65" multiplicity=2 lumo_energy_ha="-0.1288 / -0.3516" total_charge=+1
Cl -0.52 -1.27 1.46 0.643
Cl -1.03 0.02 -1.10 0.599
Cl -1.09 -2.90 -0.93 0.559
O 4.04 1.73 0.05 -0.041
O -4.08 -1.51 1.62 -0.040
O -3.92 -3.27 3.04 0.095
O 1.72 -0.10 -3.07 0.065
O -4.66 -3.49 0.79 -0.036
O -3.38 3.19 -2.62 0.067
O 2.50 -1.91 1.66 -0.073
O -5.17 1.84 -2.23 0.024
O -0.89 2.01 1.60 0.065
O 2.69 -0.33 -5.07 0.035
O 0.39 1.20 3.07 0.037
O 3.80 3.69 1.15 0.097
O 5.75 2.49 1.30 0.010
O 2.49 -2.11 -3.87 0.042
O 1.56 -3.86 1.69 -0.028
O 3.60 -3.74 0.72 0.122
O -5.50 3.82 -2.96 0.035
O 0.75 3.38 2.47 0.426
N -0.82 -1.31 6.96 0.114
N 0.76 3.74 -5.09 0.166
C -1.04 -2.05 6.05 -0.278
C 1.47 1.14 3.97 0.015
C -5.08 5.09 -3.37 -0.048
C -4.44 0.68 -1.89 -0.034
C -1.51 2.99 0.69 0.042
C 6.61 1.64 0.62 -0.063
C 0.41 3.55 -4.01 -0.284
C 2.41 1.01 -5.34 -0.077
C 2.28 -2.88 -2.70 -0.037
C 2.65 -3.22 1.31 -0.592
C 2.24 -0.81 -3.92 -0.577
C 1.41 -5.27 1.51 -0.018
C 3.57 -1.08 1.26 -0.043
C -0.28 -1.41 -0.31 -1.369
C 4.49 2.72 0.82 -0.538
C 2.76 1.80 -0.57 -0.022
C -1.20 -2.88 4.88 -0.074
C -0.05 3.22 -2.72 -0.081
C -3.78 -0.58 2.65 -0.039
C -4.16 -2.82 1.91 -0.496
C -4.62 -4.85 0.67 -0.085
C -4.58 2.93 -2.65 -0.604
C 0.13 2.28 2.33 -0.470
H 1.43 1.36 -5.68 0.079
H 6.64 1.93 -0.43 0.104
H -0.80 2.42 -2.77 0.060
H -4.54 -0.70 3.42 0.109
H 2.68 1.71 -4.55 0.083
H 2.47 -2.38 -1.75 0.069
H -5.15 -5.30 -0.17 0.102
H 3.03 -3.66 -2.57 0.103
H 6.22 0.63 0.71 0.087
H 7.67 1.58 0.86 0.105
H -3.70 0.99 -1.14 0.048
H 1.49 0.15 4.42 0.121
H -5.66 5.48 -4.20 0.103
H 1.33 -3.42 -2.72 0.085
H 0.77 2.83 -2.12 0.056
H -5.09 -0.06 -1.44 0.106
H 1.05 -5.45 0.49 0.091
H -3.72 0.43 2.25 0.094
H 2.78 2.65 -1.26 0.106
H 2.30 -5.87 1.65 0.103
H 4.49 -1.46 1.71 0.111
H 2.38 1.48 3.47 0.108
H 1.33 1.82 4.81 0.118
H -2.85 -0.97 3.08 0.043
H 1.97 1.91 0.18 0.076
H 3.62 -1.04 0.17 0.096
H -3.56 -5.09 0.59 0.096
H 0.76 -1.52 -0.64 -0.007
H -5.12 -5.24 1.56 0.102
H -0.89 3.83 0.36 0.108
H -3.97 0.32 -2.81 0.106
H -1.75 2.58 -0.29 0.050
H -0.43 4.17 -2.36 0.095
H 3.01 1.19 -6.23 0.105
H -5.09 5.78 -2.53 0.101
H -1.38 -2.19 4.06 0.028
H 3.34 -0.10 1.68 0.080
H 0.60 -5.68 2.11 0.096
H -4.04 5.10 -3.70 0.090
H -2.08 -3.51 5.04 0.088
H -2.40 3.38 1.18 0.120
H 2.46 0.90 -1.10 0.071
H -0.29 -3.47 4.79 0.092

=====

78
Properties=species:S:1:pos:R:3:lowdin_charge:R:1 method="wB97M-V/def2-TZVPD" orbital_gap_ev="4.74 / 6.21" multiplicity=3 de_lowest_kj_mol=17.7 lumo_energy_ha="0.0866 / 0.0865" total_charge=-1
Pt -0.44 -1.19 -1.17 0.459
Cl 1.31 -1.74 -2.72 -0.194
Cl -1.68 -2.42 -2.73 -0.081
Cl -1.40 0.80 -2.07 -0.175
Si -1.62 -5.66 -1.41 0.371
O 0.90 -2.21 0.43 -0.170
O -0.99 -5.72 -2.96 -0.193
O 0.09 0.18 0.49 -0.209
O -1.91 -1.49 0.33 -0.222
N 3.11 -2.61 0.06 -0.192
N -4.04 -2.18 0.46 -0.174
N 0.10 2.03 1.76 -0.186
C 2.82 -3.85 -0.64 -0.077
C 0.26 3.47 1.92 -0.050
C -3.80 -7.15 -4.63 -0.032
C -0.01 1.19 2.94 -0.037
C -3.44 -5.24 -1.40 -0.162
C -0.09 -7.76 -5.55 -0.123
C -2.18 -8.55 -3.46 -0.081
C -3.17 -9.51 -3.26 -0.086
C -3.77 -2.87 1.72 -0.028
C 2.11 -1.86 0.53 -0.323
C -5.40 -2.19 -0.07 -0.042
C 0.66 -5.39 -5.29 -0.031
C -0.29 -6.53 -5.07 -0.225
C 0.09 1.44 0.56 -0.304
C -4.77 -8.13 -4.45 -0.091
C -1.26 -7.36 -0.71 -0.167
C -2.52 -7.34 -4.09 -0.181
C 4.45 -2.05 -0.06 -0.061
C 1.08 -8.17 -6.38 -0.114
C -4.47 -9.28 -3.71 -0.104
C -3.09 -1.53 -0.17 -0.352
C -1.50 -6.20 -4.21 -0.271
C -0.69 -4.54 -0.28 -0.184
H -1.96 -8.14 -1.04 0.005
H 2.46 -0.91 1.00 0.137
H 1.09 -9.25 -6.54 0.064
H -5.77 -7.98 -4.87 0.096
H 4.51 -1.38 -0.93 0.092
H -3.99 -6.23 -5.19 0.121
H 1.22 3.80 1.49 0.087
H 2.35 -3.61 -1.61 0.006
H 1.70 -5.73 -5.17 0.079
H -5.54 -3.04 -0.76 0.083
H 0.78 0.44 2.97 0.090
H -5.55 -1.27 -0.66 0.094
H 0.45 -4.60 -4.57 0.074
H -0.72 -4.95 0.74 0.047
H -3.25 -3.82 1.53 0.083
H -0.54 4.01 1.41 0.090
H -4.74 -3.08 2.18 0.079
H 0.24 3.70 2.99 0.076
H 0.34 -4.49 -0.64 0.008
H -1.15 -8.72 -3.14 0.123
H -5.23 -10.02 -3.51 0.091
H 1.07 -7.72 -7.37 0.076
H -0.98 0.67 2.96 0.097
H -3.76 -5.13 -0.35 0.020
H 3.77 -4.36 -0.79 0.078
H 0.58 -4.99 -6.32 0.093
H 4.67 -1.46 0.84 0.080
H -2.91 -10.44 -2.75 0.101
H -1.29 -7.30 0.39 0.022
H -6.11 -2.24 0.75 0.081
H -1.98 -5.32 -4.68 0.149
H 0.06 2.10 -0.32 0.095
H 5.14 -2.89 -0.17 0.078
H -3.62 -4.30 -1.94 -0.001
H -4.06 -6.03 -1.85 0.022
H 2.05 -7.91 -5.94 0.070
H 2.13 -4.47 -0.05 0.076
H -1.13 -3.54 -0.26 -0.029
H 0.06 1.84 3.82 0.073
H -3.33 -1.11 -1.15 0.066
H -0.82 -8.55 -5.40 0.088
H -3.15 -2.25 2.37 0.093
H -0.25 -7.68 -1.02 0.038

=====

74
Properties=species:S:1:pos:R:3:lowdin_charge:R:1 method="wB97M-V/def2-TZVPD" orbital_gap_ev="2.96 / 2.62" multiplicity=2 lumo_energy_ha="-0.4127 / -0.4254" total_charge=+3
Ti 0.31 0.42 0.90 0.687
P -1.99 0.76 -0.04 0.778
P 2.80 0.29 1.60 0.778
P 0.62 -1.72 -0.39 0.758
O -2.78 -3.32 3.20 0.059
O -0.37 -0.47 -4.88 -0.010
N -2.85 -3.32 5.49 0.209
N -0.20 -0.12 2.95 -0.077
C -0.37 3.06 -6.96 -0.080
C -0.58 0.53 -5.82 -0.297
C -1.04 -1.20 3.06 -0.034
C 0.13 1.94 -7.65 -0.063
C 0.41 2.57 1.46 -0.151
C -3.32 -0.38 0.47 -0.211
C 3.98 0.12 0.20 -0.226
C -1.03 -1.05 5.46 0.066
C 3.32 -1.04 2.76 -0.215
C -2.43 -2.83 4.28 -0.458
C 3.49 1.77 2.46 -0.221
C -1.97 0.71 -1.87 -0.239
C -1.10 2.88 -5.77 -0.081
C 1.78 -2.97 0.27 -0.229
C -0.88 -2.73 -0.66 -0.221
C 0.85 2.39 0.11 -0.151
C -1.50 -1.67 4.30 -0.073
C 1.25 -1.35 -2.06 -0.211
C 0.01 0.66 -7.10 -0.010
C -1.28 1.60 -5.27 -0.059
C 0.19 0.52 4.07 -0.099
C -0.20 0.07 5.33 0.025
C -2.71 2.42 0.30 -0.214
H -4.28 -0.11 -0.01 0.090
H 0.62 2.11 -8.61 0.121
H -3.06 -1.41 0.20 0.036
H 0.07 -1.26 -5.23 0.117
H 1.14 2.81 2.23 0.065
H -1.34 -1.66 2.11 0.089
H -3.54 -4.08 5.45 0.150
H -1.99 3.20 0.03 0.052
H 0.18 2.65 -0.72 0.081
H 3.06 1.84 3.47 0.055
H -1.50 3.74 -5.21 0.110
H -1.15 1.36 -2.23 0.048
H 3.90 -0.87 -0.26 0.036
H -0.61 -3.67 -1.16 0.085
H 2.92 -0.81 3.76 0.056
H -0.60 2.98 1.65 0.077
H 3.23 2.68 1.91 0.054
H 1.74 -3.88 -0.34 0.084
H -1.78 -0.30 -2.25 0.040
H 1.92 2.44 -0.12 0.077
H 0.54 -0.73 -2.61 0.026
H 5.02 0.29 0.53 0.081
H -2.92 2.50 1.37 0.068
H -1.30 -1.44 6.43 0.136
H -3.63 2.54 -0.28 0.085
H 2.20 -0.80 -1.98 0.046
H 1.43 -2.28 -2.63 0.089
H 4.42 -1.11 2.83 0.087
H 0.16 0.62 6.20 0.139
H -2.66 -2.93 6.39 0.101
H 2.92 -2.01 2.45 0.024
H 3.72 0.88 -0.56 0.054
H -2.93 1.09 -2.28 0.085
H 0.81 1.42 3.93 0.109
H 0.37 -0.21 -7.65 0.114
H -0.21 4.08 -7.35 0.115
H -1.60 -2.20 -1.29 0.038
H 4.58 1.69 2.53 0.084
H -3.43 -0.35 1.56 0.060
H -1.36 -2.96 0.29 0.048
H 2.81 -2.59 0.28 0.033
H -1.85 1.42 -4.37 0.070
H 1.50 -3.23 1.30 0.057

=====

74
Properties=species:S:1:pos:R:3:lowdin_charge:R:1 method="wB97M-V/def2-TZVPD" orbital_gap_ev="5.08 / 5.08" multiplicity=1 de_lowest_kj_mol=0.0 lumo_energy_ha="-0.5219 / -0.5219" total_charge=+4
Zr 0.06 -0.24 0.02 1.091
S 0.56 -1.07 -2.22 0.788
P -0.60 1.86 1.47 0.724
P 2.60 1.18 -0.24 0.791
P -2.58 -0.93 -0.43 0.752
O 2.24 0.38 4.88 0.057
N 1.70 -1.27 6.37 0.230
N 0.44 -1.58 1.74 -0.132
C 0.62 2.55 2.65 -0.221
C -0.70 -3.04 3.26 0.031
C -1.30 -1.27 -4.10 -0.112
C 3.81 0.49 -1.42 -0.206
C -1.23 3.32 0.58 -0.213
C -3.37 -2.22 -1.48 -0.215
C -0.42 -0.38 -3.47 -0.608
C -0.26 0.95 -3.90 -0.086
C 2.42 -1.99 -4.07 -0.060
C 1.09 -1.01 2.80 -0.064
C -3.20 0.65 -1.18 -0.240
C -3.63 -1.14 1.07 -0.241
C -1.93 1.43 2.66 -0.220
C -0.47 -2.56 1.97 -0.107
C 0.88 -1.44 4.11 -0.066
C -0.02 -2.49 4.35 0.092
C 1.66 -0.69 5.14 -0.449
C 2.54 -2.60 -2.86 -0.153
C -0.96 1.34 -5.05 -0.020
C 3.56 1.09 1.31 -0.193
C -1.81 0.44 -5.69 -0.005
C 2.37 2.94 -0.63 -0.202
C -1.99 -0.87 -5.23 -0.007
H -1.42 -3.84 3.37 0.144
H 3.31 3.36 -1.01 0.091
H -0.13 -2.89 5.36 0.148
H -2.91 1.46 2.16 0.057
H 1.60 3.07 -1.39 0.053
H 1.82 -0.23 2.57 0.083
H -1.76 0.43 3.09 0.040
H 0.13 3.33 3.24 0.093
H 1.49 0.32 -1.33 -0.063
H -1.94 2.16 3.49 0.087
H -3.88 -2.20 1.19 0.063
H -1.45 -2.24 -3.62 0.105
H -0.96 -2.95 1.08 0.115
H -0.89 2.36 -5.43 0.135
H 4.48 1.67 1.22 0.107
H -2.40 0.75 -6.55 0.142
H 1.47 2.99 2.12 0.030
H 3.06 1.44 2.21 0.034
H 3.32 0.27 -2.38 0.035
H -4.21 -2.70 -0.95 0.078
H -3.46 1.38 -0.39 0.044
H 2.08 3.53 0.25 0.049
H -2.42 1.10 -1.82 0.030
H -2.02 3.04 -0.12 0.038
H 4.63 1.20 -1.60 0.099
H -4.08 0.46 -1.81 0.081
H -3.73 -1.77 -2.42 0.063
H -2.60 -2.98 -1.71 0.049
H 1.00 1.79 3.34 0.034
H 1.37 -2.21 6.53 0.116
H -0.40 3.79 0.04 0.048
H 3.06 -1.14 -4.30 0.074
H -2.70 -1.52 -5.74 0.141
H 1.76 -2.34 -4.88 0.093
H -4.58 -0.58 1.04 0.089
H 2.23 -0.81 7.09 0.147
H 4.21 -0.44 -1.01 0.074
H 3.37 -2.33 -2.19 0.069
H 0.38 1.63 -3.30 0.104
H 1.93 -3.46 -2.56 0.074
H -3.07 -0.83 1.95 0.001
H -1.64 4.05 1.29 0.092
H 3.86 0.05 1.49 0.077

=====

87
Properties=species:S:1:pos:R:3:lowdin_charge:R:1 method="wB97M-V/def2-TZVPD" orbital_gap_ev="5.01 / 5.75" multiplicity=2 lumo_energy_ha="-0.1653 / -0.1653" total_charge=+1
Cl -2.03 -5.47 6.94 0.557
Cl -1.53 -3.81 9.27 0.528
Cl -4.04 -5.24 9.02 0.535
S -0.89 5.28 -1.44 0.470
S 0.94 7.33 -1.41 0.525
S -2.41 5.87 1.25 0.680
O -1.44 5.00 -2.73 -0.295
O 0.90 8.74 -1.74 -0.322
O -1.23 6.59 1.60 -0.343
O 1.84 6.51 -2.17 -0.297
O 0.12 4.35 -1.00 -0.335
O -1.48 -1.30 -2.56 -0.015
O 7.44 -1.99 -2.05 0.333
O -2.91 4.91 2.19 -0.331
O 0.59 8.34 1.03 -0.033
N -1.10 -0.93 -1.39 -0.089
N 4.64 -2.93 -3.45 0.145
N -0.55 6.80 -1.28 -0.309
C -5.33 -4.24 4.26 -0.089
C -0.48 0.43 -1.43 -0.483
C -3.33 -3.12 3.56 -0.097
C -0.35 -2.02 -0.70 -0.470
C -1.35 1.36 -2.26 -0.027
C 2.78 -4.73 -3.14 -0.175
C -3.98 -4.00 4.41 -0.105
C 1.12 -2.02 -1.16 -0.143
C -0.35 1.08 -0.04 -0.032
C -2.27 5.01 -0.31 -0.292
C 1.81 -0.66 -1.30 -0.170
C -0.94 -3.38 -1.06 -0.048
C 2.82 -5.80 -4.24 -0.246
C -6.05 -3.60 3.25 -0.094
C 2.63 -5.22 -5.64 -0.100
C 2.62 5.19 0.94 -0.094
C -0.49 -1.91 0.84 -0.019
C -2.32 -5.27 8.68 -1.546
C 3.84 -3.74 -3.31 -0.205
C 2.62 6.73 1.09 -0.158
C 0.91 0.33 -2.05 -0.127
C -5.40 -2.72 2.40 -0.094
C -4.04 -2.47 2.56 -0.101
B 1.43 7.43 0.37 -0.517
Li 1.52 10.04 1.45 0.890
H 1.36 1.32 -2.07 0.130
H 0.33 7.99 1.90 0.095
H 2.56 6.97 2.16 0.099
H 2.62 -6.01 -6.38 0.078
H 1.70 -2.66 -0.48 0.117
H 1.63 4.79 1.16 0.069
H -3.19 5.18 -0.87 0.094
H -1.42 1.06 -3.30 0.086
H -0.46 -4.13 -0.43 0.091
H -3.42 -4.51 5.19 0.008
H 3.76 -6.34 -4.19 0.111
H -5.84 -4.93 4.92 0.102
H -2.21 3.97 -0.02 0.078
H 1.16 -2.50 -2.14 0.088
H -3.54 -1.78 1.89 0.091
H -1.88 -6.12 9.19 0.010
H -2.36 1.41 -1.85 0.097
H 2.90 -5.18 -2.15 0.129
H -1.21 -2.64 1.20 0.063
H 1.83 -4.20 -3.15 0.106
H -3.41 6.73 1.00 0.085
H -7.10 -3.79 3.13 0.101
H 7.72 -1.27 -2.64 0.201
H -2.01 -3.41 -0.88 0.095
H 8.20 -2.48 -1.68 0.197
H 0.31 0.55 0.64 0.064
H 3.58 7.12 0.74 0.116
H 0.45 -2.07 1.36 0.089
H 2.74 -0.79 -1.85 0.095
H 1.68 -4.68 -5.71 0.084
H -5.95 -2.22 1.61 0.101
H 2.84 4.92 -0.09 0.076
H 6.79 -2.59 -2.51 0.148
H -0.93 2.37 -2.23 0.062
H 0.82 0.01 -3.09 0.127
H 3.32 4.74 1.64 0.073
H 3.43 -4.53 -5.90 0.071
H -1.33 1.17 0.43 0.094
H 2.02 -6.52 -4.03 0.115
H -0.76 -3.64 -2.11 0.072
H -0.89 -0.95 1.16 0.056
H 0.05 2.09 -0.18 0.069
H -2.27 -2.93 3.68 0.096
H 2.09 -0.26 -0.32 0.106